# 1
# C16H32N2O13P

4 unconnected molecules or ions with the total composition C16H32N2O13P in a non-equilibrium geometry (ωB97M-V/def2-TZVPD, the Open Molecules 2025 dataset).

Properties
HOMO energy = -3.60 eV
LUMO level = 1.9 eV
total charge = -1
orbital gap = 0.20217 Eh
electronic energy = -55994.968 eV

Element x y z (Å)
C 1.81487 0.39958 -1.75900
C 0.84773 -0.85181 -1.44185
O 0.61234 -1.06793 -0.21878
O 0.26277 -1.67614 -2.47069
C -0.45439 -0.77398 -3.41036
C -1.70362 -1.48924 -4.11621
C -2.81677 -0.50464 -4.70980
N -3.66465 0.20952 -3.71775
C -4.12808 -0.65218 -2.59041
C -5.62628 -0.35093 -2.06443
O -6.31472 -1.37160 -1.68474
O -6.22453 0.88099 -2.03191
P -3.00301 1.76310 -3.21541
N -4.09500 2.88346 -2.89275
H 2.11741 0.91710 -0.78875
H 1.17132 1.14812 -2.36556
H 2.69639 0.13687 -2.43381
H 0.32562 -0.54372 -4.23730
H -0.71040 0.15829 -2.80826
H -2.10087 -2.29893 -3.40765
H -1.26812 -2.07160 -5.01985
H -3.52589 -1.12643 -5.38238
H -2.34870 0.28188 -5.41748
H -3.45483 -0.59354 -1.64693
H -4.13311 -1.76949 -2.87555
H -2.15522 1.60100 -2.05018
H -2.18983 2.21993 -4.31617
H -3.90433 3.15049 -1.90330
C 2.38890 -2.32721 2.34833
O 2.15643 -3.73658 2.33345
C 1.09118 -4.12460 3.04937
O 0.35451 -3.39995 3.67429
O 0.98653 -5.46127 2.95080
C -0.11304 -6.01568 3.66955
H 3.27136 -2.12768 1.73936
H 1.54218 -1.79262 1.91350
H 2.58534 -1.97953 3.36541
H -1.05924 -5.62566 3.28777
H -0.01536 -5.81460 4.73901
H -0.09911 -7.09572 3.51894
C 5.69813 4.29115 -3.25111
O 4.30394 3.99930 -3.18485
C 3.50707 5.04405 -3.47504
O 3.87517 6.15413 -3.77235
O 2.23138 4.63549 -3.37547
C 1.26452 5.64550 -3.65788
H 6.24161 3.37972 -2.99951
H 5.98092 4.59429 -4.26170
H 5.96511 5.06384 -2.52681
H 1.36705 6.00074 -4.68562
H 1.34879 6.47558 -2.95316
H 0.27701 5.19718 -3.54339
C -0.13327 1.31357 8.14691
O -0.64091 -0.01826 8.12312
C -0.09669 -0.79833 7.17153
O 0.74893 -0.46224 6.37876
O -0.65839 -2.01345 7.25909
C -0.17194 -2.95513 6.29903
H -0.64097 1.84946 8.94981
H 0.93912 1.31373 8.35530
H -0.34369 1.82324 7.20412
H 0.89908 -3.12447 6.43443
H -0.38378 -2.61717 5.28887
H -0.69394 -3.89904 6.46343


# 2
# C4H5CsO2

A molecular structure, C4H5CsO2 in a non-equilibrium geometry (ωB97M-V/def2-TZVPD, the Open Molecules 2025 dataset).

Properties
HOMO energy (spin up / spin down) = -11.22 / -11.07 eV
2S+1 = 2
LUMO level (spin up / spin down) = -4.4 / -4.6 eV
total charge = +1
orbital gap (spin up / spin down) = 0.25108 / 0.23636 Eh
ΔE to the lowest compared entry with this formula, charge and spin = 130.2 kcal per mole
electronic energy = -8857.735 eV
<S²> = 0.85

Element x y z (Å)
H -1.21402 0.29135 1.08763
O 2.19511 0.24420 -0.23471
C 0.90955 0.31933 0.19867
C 0.26596 -0.79587 0.69289
C -0.53943 -1.16279 -0.50839
C -1.85370 -0.73707 -0.48068
O -2.09458 0.38469 0.12529
Cs -1.88149 3.14404 -1.90651
H 2.72353 0.95559 0.13964
H 0.86791 1.13255 0.93693
H 0.98154 -1.61045 0.85205
H -0.36038 -2.16559 -0.90281


# 3
# C5H14N4

2 unconnected molecules or ions with the total composition C5H14N4 in a non-equilibrium geometry (ωB97M-V/def2-TZVPD, the Open Molecules 2025 dataset).

Properties
HOMO energy = -6.73 eV
LUMO level = 1.0 eV
total charge = 0
orbital gap = 0.28323 Eh
ΔE to the lowest compared entry with this formula, charge and spin = 27.6 kcal per mole
electronic energy = -11371.219 eV

Element x y z (Å)
C -0.30323 1.25375 2.01914
N -0.36145 1.23038 0.56919
C 0.70780 0.96975 -0.13187
C 0.72594 1.33488 -1.58570
N 1.89199 0.55798 0.42356
H -1.27991 1.57710 2.38338
H -0.07344 0.27064 2.44528
H 0.45083 1.96575 2.36576
H 0.98801 0.46608 -2.19545
H 1.45346 2.13094 -1.75265
H -0.25555 1.68120 -1.89687
H 2.57234 0.21228 -0.23663
H 1.77645 -0.06937 1.21257
N -2.10922 -0.55212 -0.43651
C -1.22134 -1.31004 -1.15831
C -0.06554 -1.80151 -0.64499
N 0.19148 -1.90565 0.75125
H -1.42450 0.34067 0.15290
H -2.81138 -0.13842 -1.03833
H -1.35392 -1.38289 -2.23518
H 0.64152 -2.30879 -1.28090
H 0.51580 -2.83163 1.00387
H -0.65615 -1.69099 1.26650